# 1
The following is a quantum chemistry calculation of a structure of composition C5H10N2O2, from OMol25.

Properties
Kohn-Sham gap ... 0.3520 Ha
ΔE to the lowest compared entry with this formula, charge and spin ... 98.43 kcal per mole
Strongest force on any atom ... 2.69 eV Å⁻¹

```
! wB97M-V def2-TZVPD RIJCOSX def2/J DEFGRID3
* xyz 0 1
C -0.972 -1.842 0.011
N -1.028 -0.402 -0.317
C -0.018 -2.123 1.072
C 0.746 -2.310 1.978
H -0.644 0.517 0.586
H -1.939 -0.124 -0.666
H -0.703 -2.414 -0.883
H -1.969 -2.160 0.326
H 1.396 -2.399 2.806
C 0.178 2.706 0.402
C -0.006 0.213 -1.260
N 1.181 -0.494 -1.299
O 0.316 1.330 0.632
O -0.404 0.988 -2.100
H 1.565 -0.723 -0.393
H 1.853 -0.036 -1.899
H -0.556 3.163 1.079
H 1.139 3.208 0.561
H -0.135 2.902 -0.634
*
```

=====

# 2
The following is a quantum chemistry calculation of a cluster of 2 separate species, CFNO2 in total, from OMol25.

Properties
Kohn-Sham gap (alpha / beta) ... 0.3178 / 0.4394 Ha
ΔE to the lowest compared entry with this formula, charge and spin ... 22.96 kcal per mole
Strongest force on any atom ... 2.40 eV Å⁻¹
<S²> ... 2.008

```
! wB97M-V def2-TZVPD RIJCOSX def2/J DEFGRID3
* xyz 0 3
C 0.753 0.028 -0.107
N -1.364 0.216 0.190
O -1.840 -0.701 -0.276
O 1.646 -0.672 -0.370
F 0.805 1.129 0.563
*
```

=====

# 3
The following is a quantum chemistry calculation of a cluster of 2 separate species, C5H11NO2 in total, from OMol25.

Properties
Structure (SMILES) ... [H]/N=C/C(=C)O.CCO
Kohn-Sham gap ... 0.3493 Ha
ΔE to the lowest compared entry with this formula, charge and spin ... 50.81 kcal per mole
Strongest force on any atom ... 3.04 eV Å⁻¹

```
! wB97M-V def2-TZVPD RIJCOSX def2/J DEFGRID3
* xyz 0 1
H -3.097 0.935 -1.128
N -2.184 1.211 -0.783
C -1.188 0.787 -1.437
C 0.138 1.180 -0.962
C 1.279 0.690 -1.490
O 0.141 2.032 0.083
H -1.216 0.101 -2.288
H 2.231 1.093 -1.187
H 1.244 0.115 -2.399
H -0.795 2.164 0.322
C 0.424 -0.679 2.068
C 0.017 -1.571 0.906
O 1.065 -1.874 0.018
H 0.771 0.292 1.720
H -0.427 -0.523 2.726
H 1.232 -1.140 2.631
H -0.872 -1.191 0.382
H -0.134 -2.620 1.225
H 1.371 -1.003 -0.408
*
```

=====

# 4
The following is a quantum chemistry calculation of a structure of composition C2H2NO2P, from OMol25.

Properties
Kohn-Sham gap (alpha / beta) ... 0.2217 / 0.2215 Ha
ΔE to the lowest compared entry with this formula, charge and spin ... 95.87 kcal per mole
Strongest force on any atom ... 4.71 eV Å⁻¹

```
! wB97M-V def2-TZVPD RIJCOSX def2/J DEFGRID3
* xyz 0 1
C 0.493 -0.831 0.003
C 0.746 0.553 0.039
N 1.280 -1.834 -0.010
O 1.956 1.155 0.011
O 2.888 -1.099 0.027
P 3.376 0.449 -0.017
H -0.552 -1.128 -0.018
H -0.059 1.265 0.013
*
```

=====

Copy entry 1 word for word.
The following is a quantum chemistry calculation of a structure of composition C5H10N2O2, from OMol25.

Properties
Kohn-Sham gap ... 0.3520 Ha
ΔE to the lowest compared entry with this formula, charge and spin ... 98.43 kcal per mole
Strongest force on any atom ... 2.69 eV Å⁻¹

```
! wB97M-V def2-TZVPD RIJCOSX def2/J DEFGRID3
* xyz 0 1
C -0.972 -1.842 0.011
N -1.028 -0.402 -0.317
C -0.018 -2.123 1.072
C 0.746 -2.310 1.978
H -0.644 0.517 0.586
H -1.939 -0.124 -0.666
H -0.703 -2.414 -0.883
H -1.969 -2.160 0.326
H 1.396 -2.399 2.806
C 0.178 2.706 0.402
C -0.006 0.213 -1.260
N 1.181 -0.494 -1.299
O 0.316 1.330 0.632
O -0.404 0.988 -2.100
H 1.565 -0.723 -0.393
H 1.853 -0.036 -1.899
H -0.556 3.163 1.079
H 1.139 3.208 0.561
H -0.135 2.902 -0.634
*
```

=====

Which of these has the lowest ΔE to the lowest compared entry with this formula, charge and spin?
CFNO2

=====

Look up the ΔE to the lowest compared entry with this formula, charge and spin of the first one.
98.43 kcal per mole

=====

Which of these has the lowest ΔE to the lowest compared entry with this formula, charge and spin?
CFNO2